P) C12H24N3 | ωB97M-V with the def2-TZVPD basis set

Geometry as ORCA input:
```
! RIJCOSX wB97M-V def2-TZVPD def2/J DEFGRID3
* xyz 1 1
C 1.805 -1.697 1.719
C 2.828 -2.307 0.613
C 2.705 -1.505 -0.796
C 3.570 -0.142 -0.818
C 2.779 1.145 -1.355
C 2.076 2.031 -0.209
C 0.782 1.281 0.366
C -0.581 2.156 0.239
C -1.744 1.219 0.889
C -3.132 1.356 0.096
N -3.795 0.063 -0.238
C -3.962 -1.138 0.494
N -4.721 -1.954 -0.406
C -5.002 -1.196 -1.603
N -4.385 0.070 -1.457
H 1.912 -2.227 2.734
H 0.722 -1.783 1.386
H 2.157 -0.625 1.894
H 2.557 -3.405 0.431
H 3.871 -2.192 1.080
H 1.611 -1.371 -1.077
H 3.148 -2.220 -1.582
H 4.420 -0.329 -1.573
H 4.067 -0.006 0.198
H 3.570 1.831 -1.835
H 2.042 0.879 -2.188
H 2.835 2.090 0.655
H 1.889 3.091 -0.575
H 0.572 0.309 -0.190
H 0.913 1.113 1.496
H -0.823 2.437 -0.840
H -0.466 3.091 0.881
H -1.389 0.136 1.024
H -1.919 1.624 1.954
H -2.901 1.916 -0.877
H -3.821 2.046 0.704
H -3.565 -1.345 1.531
H -5.028 -2.922 -0.249
H -5.596 -1.520 -2.515
*
```

Values from the calculation:
SMILES = CCCCCCCCCCn1c[nH+]cn1
HOMO energy = -12.58 eV
orbital gap = 8.488 eV



Q) C12H24N3 | ωB97M-V with the def2-TZVPD basis set

Geometry as ORCA input:
```
! RIJCOSX wB97M-V def2-TZVPD def2/J DEFGRID3
* xyz 1 1
C 5.181 -0.563 0.631
C 4.438 -1.710 -0.212
C 2.996 -1.299 -0.794
C 2.122 -0.367 0.228
C 2.364 1.156 -0.238
C 1.191 2.175 0.160
C -0.237 1.836 -0.513
C -1.490 2.418 0.355
C -2.771 1.504 -0.041
C -2.900 0.188 0.892
C -3.918 -0.851 0.234
N -4.420 -0.655 -1.085
N -5.198 -1.757 -1.274
C -5.238 -2.618 -0.122
N -4.402 -2.053 0.909
H 4.651 -0.348 1.630
H 6.263 -0.934 0.796
H 5.260 0.376 -0.011
H 4.301 -2.669 0.391
H 5.103 -1.943 -1.126
H 3.052 -0.828 -1.843
H 2.403 -2.278 -0.925
H 2.467 -0.497 1.307
H 1.036 -0.710 0.146
H 2.474 1.201 -1.386
H 3.330 1.499 0.297
H 1.503 3.207 -0.261
H 1.109 2.328 1.299
H -0.405 0.695 -0.592
H -0.265 2.217 -1.601
H -1.732 3.477 -0.033
H -1.278 2.422 1.474
H -3.751 2.089 -0.099
H -2.540 1.106 -1.101
H -3.148 0.437 1.979
H -1.861 -0.322 0.877
H -5.694 -1.932 -2.163
H -5.806 -3.600 -0.045
H -4.191 -2.399 1.859
*
```

Values from the calculation:
SMILES = CCCCCCCCCCc1n[nH]c[nH+]1
HOMO energy = -12.36 eV
orbital gap = 8.009 eV



Which structure loses on stability? Q) does.



P) C4H3I | ωB97M-V with the def2-TZVPD basis set

Geometry as ORCA input:
```
! RIJCOSX wB97M-V def2-TZVPD def2/J DEFGRID3
* xyz 0 3
C 0.406 0.310 0.358
C -0.494 -0.528 0.181
C 1.017 1.033 1.169
C -0.847 -1.101 -1.022
I -1.936 -2.497 -1.749
H 1.073 2.131 0.620
H 1.474 0.836 2.074
H -0.693 -0.185 -1.631
*
```

Values from the calculation:
HOMO energy (alpha / beta) = -6.54 / -9.12 eV
orbital gap (alpha / beta) = 7.076 / 6.934 eV



Q) C4H3I | ωB97M-V with the def2-TZVPD basis set

Geometry as ORCA input:
```
! RIJCOSX wB97M-V def2-TZVPD def2/J DEFGRID3
* xyz 0 3
C 2.590 -1.500 0.096
C 1.566 -0.905 -0.178
C -0.330 0.700 -0.850
C 0.544 -0.076 -0.540
I -3.905 0.562 0.639
H 3.412 -2.045 0.467
H -0.900 1.583 -0.814
H -2.976 1.682 1.179
*
```

Values from the calculation:
HOMO energy (alpha / beta) = -5.66 / -9.73 eV
orbital gap (alpha / beta) = 6.364 / 6.653 eV



Which structure loses on stability? Q) does.



P) C5H9N2O | ωB97M-V with the def2-TZVPD basis set

Geometry as ORCA input:
```
! RIJCOSX wB97M-V def2-TZVPD def2/J DEFGRID3
* xyz 1 1
C -0.710 -1.242 -1.189
C 0.159 -0.873 0.103
C -0.855 -1.081 1.249
N 0.600 0.514 -0.042
C 0.136 1.722 0.609
O 0.929 2.672 0.166
C 1.743 2.121 -0.680
N 1.465 0.852 -0.909
H -1.373 -2.118 -0.867
H -0.152 -1.693 -1.959
H -1.241 -0.349 -1.474
H 0.975 -1.514 0.196
H -0.646 -0.551 2.136
H -0.774 -2.109 1.512
H -1.989 -0.804 1.161
H -0.820 1.715 1.086
H 2.552 2.737 -1.098
*
```

Values from the calculation:
SMILES = CC(C)[n+]1cocn1
HOMO energy = -15.52 eV
orbital gap = 10.558 eV



Q) C5H9N2O | ωB97M-V with the def2-TZVPD basis set

Geometry as ORCA input:
```
! RIJCOSX wB97M-V def2-TZVPD def2/J DEFGRID3
* xyz 1 1
N -1.724 0.699 -0.688
C -2.162 -0.453 0.119
O -1.046 -1.419 0.393
C 0.135 -0.948 0.175
C 1.221 -1.373 -0.402
C 2.328 -0.391 -0.422
N 1.704 0.850 -0.008
C 0.546 0.766 0.436
H -2.081 0.595 -1.634
H -1.983 1.557 -0.188
H -2.488 -0.075 1.098
H -3.202 -0.857 -0.292
H 1.575 -2.380 -0.772
H 3.298 -0.758 0.050
H 2.637 -0.329 -1.582
H 2.114 1.745 -0.196
H -0.234 1.345 0.816
*
```

Values from the calculation:
SMILES = NCOC1=CC[NH+]=C1
HOMO energy = -13.51 eV
orbital gap = 9.520 eV



Which structure loses on stability? Q) does.



P) C5H13N4OS | ωB97M-V with the def2-TZVPD basis set

Geometry as ORCA input:
```
! RIJCOSX wB97M-V def2-TZVPD def2/J DEFGRID3
* xyz 1 1
C -2.624 -0.764 -0.996
N -1.535 -1.065 -0.023
C -0.416 0.192 0.254
O -0.679 0.683 1.333
N 0.468 0.433 -0.661
S 2.088 1.712 -0.370
C 2.496 1.151 1.266
N 2.984 1.245 -1.466
N 1.534 3.080 -0.127
C -1.881 -1.839 1.216
C -1.094 -2.447 0.146
H -3.159 -1.610 -1.257
H -3.236 0.006 -0.624
H -2.150 -0.364 -2.002
H 0.785 -0.276 -1.373
H 3.469 1.445 1.530
H 1.720 1.728 1.689
H 2.252 0.152 1.391
H 3.437 1.749 -2.194
H 1.377 3.877 -0.688
H -2.897 -2.052 1.382
H -1.402 -1.444 2.123
H -0.079 -2.593 0.123
H -1.460 -2.999 -0.674
*
```

Values from the calculation:
SMILES = C[N+]1(C(=O)NS(C)(=N)=N)CC1
HOMO energy = -13.72 eV
orbital gap = 10.331 eV



Q) C5H13N4OS | ωB97M-V with the def2-TZVPD basis set

Geometry as ORCA input:
```
! RIJCOSX wB97M-V def2-TZVPD def2/J DEFGRID3
* xyz 1 1
C -1.118 -2.349 -0.217
C 1.515 1.277 -0.505
C 1.626 0.172 0.662
C 0.978 2.718 -0.149
C 0.913 -1.166 0.399
N -0.536 2.705 -0.110
N -0.531 -1.254 0.579
N -2.492 -2.142 -0.388
N -0.329 -3.171 -0.712
O -2.606 -0.349 1.689
S -1.189 -0.104 1.379
H 2.550 1.374 -1.108
H 0.692 0.943 -1.290
H 2.655 0.032 1.066
H 1.196 0.712 1.465
H 1.392 3.103 0.699
H 1.385 3.381 -0.930
H 0.956 -1.598 -0.647
H 1.389 -1.962 0.923
H -2.871 -1.584 0.342
H -3.048 -2.814 -1.012
H -0.921 2.473 -1.031
H -0.735 -3.987 -1.193
H -0.869 3.590 0.089
*
```

Values from the calculation:
HOMO energy = -13.37 eV
orbital gap = 6.983 eV



Which structure loses on stability? P) does.